Entry 1:
20
Properties=species:S:1:pos:R:3:forces:R:3:nbo_charge:R:1 method="wB97M-V/def2-TZVPD" homo_energy_ha=-0.33403 energy_ha=-579.6241 gap_ev=7.82 molar_mass_g_mol=156.06
C -3.0625 0.9502 0.8120 -0.225 0.119 0.017 -0.63
C -1.5581 0.8768 1.0223 0.523 0.020 -0.211 -0.05
O -0.9974 -0.2922 0.5039 -1.024 -0.720 0.198 -1.08
Li -1.8163 -1.8544 0.3123 0.432 0.816 0.091 0.96
H -3.4583 1.9341 1.1030 0.013 -0.256 -0.024 0.21
H -3.3143 0.7839 -0.2471 0.101 0.046 0.264 0.20
H -3.5684 0.1874 1.4244 0.022 0.139 -0.137 0.18
H -1.3391 1.0072 2.1037 -0.074 -0.178 -0.236 0.14
H -1.1010 1.7683 0.5405 -0.092 -0.133 -0.002 0.13
C 1.2375 0.0447 -0.2281 3.425 0.907 0.010 0.43
C 1.1813 -1.3617 -0.8161 0.023 0.511 0.218 -0.12
O 2.5016 -1.6974 -1.2128 -0.411 -1.301 0.624 -0.52
C 3.1817 -0.6095 -1.6523 -1.014 0.769 -2.374 0.96
O 2.6756 0.4899 -1.1641 -1.072 -0.129 1.147 -0.60
O 3.9334 -0.6984 -2.5968 0.507 -0.066 1.262 -0.62
O 1.7243 0.0609 1.0626 -1.002 -0.183 -1.279 -0.67
H 0.7244 0.9281 -0.6214 -0.358 -0.791 0.479 0.21
H 0.5301 -1.3938 -1.6973 -0.005 0.147 0.151 0.19
H 0.8376 -2.0805 -0.0624 0.250 0.236 -0.110 0.19
H 1.6880 0.9563 1.4139 -0.018 0.048 -0.088 0.49

Entry 2:
19
Properties=species:S:1:pos:R:3:forces:R:3:nbo_charge:R:1 method="wB97M-V/def2-TZVPD" homo_energy_ha="-0.27471 / -0.27465" energy_ha=-460.1804 gap_ev="7.54 / 7.54" molar_mass_g_mol=130.14
C 0.3536 -0.0796 0.6468 -0.455 -0.670 0.012 0.51
C 1.7064 0.2026 1.2214 -0.027 -0.007 -0.169 -0.69
C -0.8183 0.5187 1.3821 0.042 -0.020 -0.156 -0.70
C 0.4261 0.9989 -1.2540 -0.589 -0.414 -0.308 -0.77
C -0.7385 -1.3974 -0.7720 -0.021 0.029 0.044 0.27
O 0.2617 -1.3265 0.1518 0.114 0.642 -0.140 -0.44
O -1.0108 -2.6445 -1.2435 -0.187 0.001 0.255 -0.67
C -1.0418 -0.2455 -1.4674 0.602 0.623 0.230 0.49
O -1.9403 0.1493 -2.1584 0.276 0.015 0.209 -0.56
H -1.9503 -2.8306 -1.1046 0.211 -0.018 -0.032 0.49
H 1.7817 -0.2873 2.1974 -0.039 0.009 -0.012 0.24
H 1.8520 1.2716 1.3758 -0.054 -0.015 -0.038 0.23
H 2.4976 -0.1818 0.5812 -0.015 0.022 -0.004 0.24
H -1.7484 0.0232 1.1129 0.038 -0.039 0.041 0.24
H -0.9353 1.5778 1.1540 0.039 -0.004 -0.020 0.23
H -0.6405 0.4340 2.4598 -0.003 -0.026 -0.028 0.22
H 0.0356 1.3940 -2.1927 0.008 -0.022 -0.103 0.25
H 0.5213 1.8816 -0.6192 0.002 -0.125 0.161 0.20
H 1.3882 0.5415 -1.4715 0.060 0.020 0.058 0.21

Entry 3:
22
Properties=species:S:1:pos:R:3:forces:R:3:nbo_charge:R:1 method="wB97M-V/def2-TZVPD" homo_energy_ha=-0.30285 energy_ha=-346.4949 gap_ev=9.14 molar_mass_g_mol=114.19
H -0.4024 0.2358 2.5532 0.042 0.248 -0.179 0.35
N -0.6017 -0.3304 1.7323 0.393 -0.164 -0.247 -0.65
C -0.8745 0.3337 0.6825 -1.916 -0.330 0.347 0.30
C -1.1196 1.8161 0.6497 0.602 0.030 -0.090 -0.69
C -1.3748 -0.4886 -0.4976 0.475 0.258 0.095 0.12
C -2.0269 0.0388 -1.5424 0.066 0.053 0.276 -0.50
N -1.0649 -1.8224 -0.3796 0.164 -0.152 0.050 -0.82
H -0.6881 2.2878 1.5320 0.023 0.007 -0.032 0.22
H -0.6725 2.2479 -0.2429 -0.010 0.166 -0.036 0.23
H -2.1878 2.0263 0.6353 -0.049 -0.097 -0.046 0.24
H -2.2515 1.0848 -1.6206 0.076 0.232 0.068 0.20
H -2.3845 -0.5879 -2.3424 -0.051 -0.156 -0.099 0.20
H -0.8108 -2.0866 0.5628 -0.100 -0.113 -0.094 0.41
H -1.6231 -2.4752 -0.9039 0.042 0.038 0.086 0.38
C 2.4767 -0.8602 0.3459 0.034 0.109 -0.010 -0.61
C 2.0603 0.2932 -0.5516 -0.873 -0.318 -0.181 -0.60
H 1.7531 -0.9863 1.1483 0.051 -0.088 0.085 0.21
H 3.4563 -0.6747 0.7833 0.087 -0.080 0.057 0.20
H 2.5186 -1.7887 -0.2191 0.027 -0.105 0.005 0.20
H 2.7227 0.3794 -1.4111 -0.080 0.052 -0.116 0.20
H 2.0854 1.2362 -0.0100 -0.030 0.147 0.029 0.19
H 1.0100 0.1212 -0.9041 1.026 0.263 0.032 0.21

Entry 4:
16
Properties=species:S:1:pos:R:3:forces:R:3:nbo_charge:R:1 method="wB97M-V/def2-TZVPD" homo_energy_ha=-0.28483 energy_ha=-376.0860 gap_ev=8.22 molar_mass_g_mol=112.14
C -0.1552 1.4464 -0.6114 1.333 -0.444 1.238 -0.23
C 0.3673 -2.0087 0.4949 -0.622 0.141 -0.055 -0.42
N 0.0364 -0.5825 0.4310 0.347 0.760 -0.215 -0.53
C -0.7413 0.1307 -0.7373 0.858 -2.081 -0.278 0.44
N -0.4918 2.0794 0.6647 -0.222 0.089 -0.313 -0.87
N -1.2975 -0.4849 -1.6867 0.038 0.636 0.796 -0.60
C 1.3402 0.3875 0.0556 -2.050 1.679 -1.476 0.30
N 2.5126 0.3788 0.0876 0.013 -0.479 0.384 -0.51
H -0.3131 -0.1605 1.2975 0.056 -0.319 -0.085 0.44
H -0.1725 2.0497 -1.5157 0.153 0.011 0.023 0.21
H -1.3655 2.5945 0.5981 0.130 0.051 0.036 0.36
H 0.2402 2.7240 0.9445 -0.098 -0.106 -0.040 0.38
H -1.3207 -1.4966 -1.5709 0.017 0.058 0.085 0.35
H -0.5377 -2.5790 0.7055 0.070 -0.155 -0.055 0.21
H 1.0890 -2.1669 1.2957 -0.014 0.119 -0.113 0.24
H 0.8097 -2.3120 -0.4532 -0.010 0.039 0.068 0.23

Entry 5:
9
Properties=species:S:1:pos:R:3:forces:R:3:nbo_charge:R:1 method="wB97M-V/def2-TZVPD" homo_energy_ha="-0.34717 / -0.35786" energy_ha=-412.4917 gap_ev="7.04 / 7.49" molar_mass_g_mol=102.05
C -0.1570 -0.5489 -2.1495 -3.099 3.996 -4.359 0.44
C -0.1377 -0.1757 1.3996 -0.669 1.311 3.702 0.63
N 0.0739 -1.6039 -1.3392 0.393 -1.397 0.210 -0.07
N -0.0765 -2.2089 -0.4032 -0.162 0.206 1.563 0.35
O -1.0627 -0.5427 -2.9925 1.846 -1.229 2.295 -0.43
O 0.6979 0.4297 0.8318 2.611 1.477 -2.429 -0.67
O -0.8532 -1.1295 1.1300 -2.069 -4.430 -2.879 -0.56
H 0.3957 0.4064 -2.1387 0.845 -0.944 1.143 0.22
H -0.4523 0.0379 2.4349 0.303 1.009 0.754 0.08

Entry 6:
66
Properties=species:S:1:pos:R:3:forces:R:3:nbo_charge:R:1 method="wB97M-V/def2-TZVPD" homo_energy_ha=-0.41292 energy_ha=-4599.7449 gap_ev=6.45 charge=+1 molar_mass_g_mol=929.27
W -0.8454 -0.9531 -0.7163 -0.458 0.094 -0.481 1.68
Cl -5.5915 2.2669 3.0041 -0.008 0.007 0.007 0.09
C -4.1010 1.8322 2.2796 0.000 -0.009 -0.024 -0.08
C -2.9056 2.4220 2.7022 0.009 -0.001 -0.013 -0.09
Cl -2.9243 3.6092 3.9375 0.000 0.006 0.010 0.09
C -1.6891 2.0376 2.1334 0.036 0.050 -0.039 -0.10
Cl -0.1944 2.7147 2.6336 -0.025 0.001 -0.006 0.07
C -1.6910 1.0775 1.1339 0.131 -0.010 0.066 0.27
O -0.6060 0.5162 0.5810 0.034 0.112 0.035 -0.69
C -2.8821 0.5464 0.6645 -0.011 0.012 0.113 0.18
O -2.7566 -0.3467 -0.3388 0.344 -0.201 -0.030 -0.71
C -4.0853 0.8818 1.2584 -0.042 0.050 -0.101 -0.11
Cl -5.5107 0.0744 0.7183 0.005 0.000 0.003 0.05
O 0.0582 -5.0935 3.5340 -0.021 0.010 -0.011 -0.65
C -1.2324 -4.7749 3.4834 0.008 -0.055 -0.050 0.78
O -2.0551 -5.2762 4.1929 -0.001 0.018 0.035 -0.53
C -1.6400 -3.7502 2.4756 0.051 0.049 0.036 -0.22
C -2.9450 -3.3303 2.2661 -0.030 0.003 -0.039 0.08
N -2.9303 -2.4123 1.2908 0.027 -0.031 0.006 -0.28
N -1.6858 -2.2061 0.8606 -0.059 -0.081 0.040 -0.26
C -0.8992 -3.0031 1.5626 -0.082 -0.033 -0.001 0.06
C 0.4996 -2.8956 1.1265 0.132 0.001 -0.096 0.80
O 1.4211 -3.5248 1.5722 -0.011 -0.002 -0.002 -0.54
O 0.5983 -2.0099 0.1405 -0.228 -0.171 0.058 -0.71
H 0.6058 -4.6248 2.8738 0.019 0.027 0.037 0.51
H -3.8524 -3.6389 2.7585 -0.012 0.001 -0.015 0.27
H -3.6927 -1.9027 0.8540 -0.003 -0.006 0.031 0.46
S 2.5918 4.0107 -5.6337 0.015 0.050 0.088 1.00
N 3.2094 2.7752 -4.8069 -0.025 -0.047 -0.064 -0.60
C 2.2123 2.2474 -4.1138 -0.005 -0.009 0.031 0.17
C 2.3109 1.1012 -3.2329 0.058 0.030 -0.038 -0.09
C 3.5029 0.4055 -3.0294 -0.017 -0.016 -0.018 -0.08
C 3.4931 -0.6469 -2.1517 -0.036 -0.014 -0.010 -0.24
C 2.3118 -0.9887 -1.4996 0.044 0.010 -0.028 0.13
N 1.1535 -0.3583 -1.7040 -0.101 0.116 -0.005 -0.46
C 1.1602 0.6878 -2.5670 -0.063 -0.008 0.040 0.19
C -0.1052 1.3633 -2.7790 0.029 -0.025 0.055 0.25
N -1.1688 0.8508 -2.1299 0.017 -0.077 0.024 -0.45
C -2.3589 1.4106 -2.3321 -0.054 -0.004 -0.071 0.10
C -2.5416 2.5243 -3.1469 0.015 -0.033 0.029 -0.23
C -1.4619 3.0646 -3.7998 0.023 -0.020 -0.004 -0.08
C -0.2148 2.4630 -3.6274 0.002 0.094 -0.037 -0.08
C 0.9829 2.9161 -4.3025 -0.014 0.006 0.040 0.09
N 1.0625 3.9413 -5.1366 -0.007 -0.058 -0.054 -0.58
H 4.3973 0.7160 -3.5531 0.007 -0.007 0.002 0.26
H 4.3840 -1.2192 -1.9392 0.000 -0.004 0.004 0.25
H 2.3150 -1.7950 -0.7907 -0.037 -0.019 0.011 0.26
H -3.1998 0.9411 -1.8478 0.013 0.018 0.010 0.25
H -3.5339 2.9371 -3.2544 -0.007 -0.011 -0.007 0.25
H -1.5516 3.9241 -4.4507 -0.010 0.005 0.006 0.26
C 3.0709 -1.0308 3.3779 -0.014 0.006 -0.014 -0.64
C 1.9463 -0.2183 2.7657 0.012 -0.013 0.023 -0.05
O 2.2544 0.2890 1.4770 0.039 0.017 0.026 -0.57
C 3.1067 1.4215 1.5148 -0.051 0.046 -0.040 -0.06
C 2.9483 2.1821 0.2165 0.035 -0.009 0.014 -0.62
H 2.7391 -1.4844 4.3130 0.007 0.004 0.005 0.22
H 3.9360 -0.4061 3.6018 0.011 -0.008 -0.010 0.21
H 3.3782 -1.8277 2.7002 0.000 -0.014 0.001 0.22
H 1.6642 0.6122 3.4235 0.016 -0.029 0.002 0.17
H 1.0511 -0.8317 2.6414 -0.019 -0.030 -0.027 0.16
H 4.1486 1.1183 1.6672 0.005 0.008 -0.004 0.17
H 2.8238 2.0644 2.3577 0.009 -0.017 0.006 0.17
H 3.2836 1.5797 -0.6290 -0.020 0.039 0.070 0.19
H 3.5435 3.0956 0.2354 0.000 0.007 -0.006 0.22
H 1.8993 2.4485 0.0728 -0.003 0.013 -0.008 0.21
S -1.6011 -2.1726 -2.2995 0.319 0.164 0.388 0.01

Largest force on an atom / eV Å⁻¹: 3.54 0.90 1.98 3.03 6.68 0.67
Relative energy (zero: lowest compared OMol25 entry of this formula, charge and spin) / kJ/mol: 90.8 446.3 84.8 426.5 418.2 0.0